10
Properties=species:S:1:pos:R:3:forces:R:3:mulliken_spin:R:1 method="wB97M-V/def2-TZVPD" de_lowest_kcal_mol=95.6 total_energy_ev=-17994.3376 s_squared=2.0165 e_lumo_ev="0.96 / -4.95" spin_multiplicity=3
C -2.6491 0.9514 -3.0171 2.2 -0.7 0.9 0.894
C -0.0219 -0.6752 0.2640 2.4 -0.9 -0.2 0.147
N -1.5991 0.5902 -2.6090 -3.1 0.8 -1.4 0.119
N 1.5905 1.2371 -0.9104 -0.3 -0.5 1.2 0.378
O 1.2722 -1.0055 -2.0400 -0.3 -0.4 -0.5 0.203
S 0.6628 0.1249 -1.3549 0.8 -0.6 1.6 0.278
H -1.0209 -1.0821 0.2145 0.0 -0.5 -0.8 -0.008
H 0.8117 -1.4257 0.6220 -1.8 1.3 -1.0 0.005
H -0.0893 0.0972 0.9772 0.2 1.2 0.7 -0.005
H 1.8037 2.1246 -1.2993 -0.1 0.4 -0.6 -0.011